P.
A molecular structure, C3H10N4. Source: the Open Molecules 2025 dataset; level of theory: wB97M-V/def2-TZVPD.

XYZ file:
```
17
Properties=species:S:1:pos:R:3:lowdin_charge:R:1
C 0.97780 1.30334 -0.62874 -0.064
C 0.92053 -0.11689 -0.07894 -0.755
N -0.40477 -0.84757 -0.93573 0.082
N 2.05315 -0.80549 -0.25046 0.020
H -0.21184 -0.65692 -1.91603 0.088
H -0.23866 -1.83783 -0.76314 0.083
H 1.97163 -1.73914 0.15800 -0.009
H 1.68191 1.88872 -0.04023 0.078
H 1.33796 1.27817 -1.65602 0.073
H -0.00193 1.77924 -0.59165 0.065
N 0.35538 -0.09224 1.28326 0.052
C -2.44663 0.03632 0.55517 -0.170
N -1.92715 0.37698 1.57520 0.115
H 0.47619 -0.96141 1.78920 0.087
H 0.50117 0.76166 1.80613 0.083
H -3.43857 0.22418 0.15867 0.086
H -1.60616 -0.59111 -0.46470 0.088
```

Its HOMO energy (spin up / spin down) is -7.34 / -7.33 eV. The gap between HOMO and LUMO (spin up / spin down) comes out at 6.783 / 6.779 eV.

***

Q.
C3H10N4 in the gas phase. Source: the Open Molecules 2025 dataset; level of theory: wB97M-V/def2-TZVPD.

XYZ file:
```
17
Properties=species:S:1:pos:R:3:lowdin_charge:R:1
C -0.95809 1.32914 -1.35815 -0.128
N -0.00830 1.08422 -0.30335 -0.124
N -0.70394 0.70189 1.09300 0.065
C 0.02703 -0.55196 1.06351 -0.423
N 0.94138 -0.75172 2.14633 0.050
C 0.70049 -0.20739 -0.29945 -0.377
N 0.47892 -1.19835 -1.30893 0.059
H -1.46369 2.27007 -1.14804 0.076
H -0.41490 1.43041 -2.30015 0.080
H -1.71272 0.53463 -1.46170 0.073
H -0.27116 1.41680 1.67382 0.093
H -0.68033 -1.38962 0.92649 0.131
H 1.44988 -1.62273 2.05702 0.078
H 0.49792 -0.70425 3.05605 0.073
H 1.77665 -0.03057 -0.21496 0.133
H 0.84772 -0.90238 -2.20478 0.074
H -0.50687 -1.40820 -1.41670 0.067
```

Its HOMO energy is -8.20 eV. The SMILES is CN1N[C@H](N)[C@H]1N. The gap between HOMO and LUMO comes out at 9.310 eV.

***

The least stable of them is P.

***

P.
A molecular structure, C3H10N4. Source: the Open Molecules 2025 dataset; level of theory: wB97M-V/def2-TZVPD.

XYZ file:
```
17
Properties=species:S:1:pos:R:3:lowdin_charge:R:1
C 0.39717 0.00757 -0.11718 -0.575
C 0.98380 0.66121 1.12719 -0.055
C -1.40249 0.40845 -0.12229 -0.514
N 0.52374 -1.44846 -0.11850 0.036
N 0.98530 0.58214 -1.29744 0.058
N -2.08991 -0.73349 0.19938 0.093
N -1.84971 1.55495 -0.29729 0.127
H 0.36073 -1.82648 0.80889 0.075
H 1.45844 -1.73176 -0.40341 0.077
H 0.66337 0.13476 -2.14627 0.091
H 1.99912 0.61909 -1.27193 0.085
H -1.65470 -1.58507 -0.12679 0.061
H -3.08551 -0.66625 0.03806 0.093
H -0.67705 1.54584 -0.58590 0.108
H 0.51329 0.26086 2.02457 0.082
H 2.06293 0.48045 1.18828 0.080
H 0.81149 1.73620 1.10063 0.078
```

Its HOMO energy is -8.86 eV. The gap between HOMO and LUMO comes out at 9.702 eV.

***

Q.
C3H10N4 in the gas phase. Source: the Open Molecules 2025 dataset; level of theory: wB97M-V/def2-TZVPD.

XYZ file:
```
17
Properties=species:S:1:pos:R:3:lowdin_charge:R:1
C -1.31177 -0.68496 0.98855 -0.049
C -0.12370 -0.45080 0.06920 -0.625
C 2.02024 -0.26762 0.97432 -0.033
N 0.89967 0.28333 0.80403 0.004
N 0.26497 -1.38689 -0.85026 -0.044
H -0.31037 -2.22210 -0.83571 0.015
H -1.02542 -1.38511 1.77621 0.081
H -2.14617 -1.11508 0.43150 0.074
H -1.62401 0.24783 1.45883 0.070
H 2.23707 -1.26950 0.59175 0.070
H 2.80318 0.28903 1.48313 0.066
N -0.60716 0.75174 -1.17080 -0.041
N -0.05697 2.08475 -1.16884 0.011
H -0.21602 2.45786 -0.23396 0.072
H 0.95072 1.95606 -1.21485 0.070
H -1.61103 0.81574 -1.33159 0.121
H -0.14322 -0.10429 -1.77151 0.137
```

Its HOMO energy is -7.85 eV. The gap between HOMO and LUMO comes out at 8.866 eV.

***

R.
2 unconnected molecules or ions with the total composition C3H10N4. Source: the Open Molecules 2025 dataset; level of theory: wB97M-V/def2-TZVPD.

XYZ file:
```
17
Properties=species:S:1:pos:R:3:lowdin_charge:R:1
C 2.12427 0.15239 -0.65067 -0.155
N 1.27865 -0.29097 0.43772 -0.181
N 1.31000 -1.62855 0.53838 -0.018
H -0.18110 0.99958 0.84546 0.136
H 0.77164 -1.98785 1.31501 0.088
H 1.21438 -2.17896 -0.32004 0.086
H 1.95505 1.21766 -0.79297 0.065
H 1.90076 -0.35865 -1.60036 0.070
H 3.18010 -0.01233 -0.40469 0.075
C -1.13358 1.15994 0.14774 -0.338
C -2.40350 1.30317 0.75816 0.014
N -0.79972 -0.08778 -0.59260 -0.114
N -1.50953 -1.07771 -0.34690 0.049
H -1.02163 -1.91015 -0.72071 0.040
H -0.83878 2.00102 -0.48577 0.103
H -2.95255 0.43471 1.08843 0.036
H -2.89445 2.26446 0.78382 0.044
```

Its HOMO energy (spin up / spin down) is -7.54 / -7.73 eV. The gap between HOMO and LUMO (spin up / spin down) comes out at 7.955 / 8.089 eV.

***

The least stable of them is R.

***

P.
6 unconnected molecules or ions with the total composition C37H58B3N3O19S. Source: the Open Molecules 2025 dataset; level of theory: wB97M-V/def2-TZVPD.

XYZ file:
```
121
Properties=species:S:1:pos:R:3:lowdin_charge:R:1
B 4.28230 0.86280 3.41566 -0.194
O 5.01596 2.16990 3.51650 0.117
B 4.33160 3.00169 2.46994 -0.383
C 3.31888 4.25960 2.77945 -0.080
C 1.77288 3.66177 2.55644 -0.198
C 0.61507 4.66985 3.14516 -0.213
C -0.90420 4.33821 2.52984 -0.218
C -0.93276 4.46606 0.87859 -0.223
C -2.42393 4.78924 0.26112 -0.213
C -3.47230 3.53572 0.45895 -0.213
C -4.58105 3.38232 -0.75214 -0.217
C -4.64291 1.89270 -1.43433 -0.212
C -5.60280 0.81196 -0.66064 -0.210
C -5.80632 1.10917 0.93914 -0.212
C -6.73899 -0.00874 1.69390 -0.196
N -6.22872 -1.43805 1.54219 -0.189
C -4.79543 -1.92980 1.69772 -0.043
C -4.97155 -3.54686 1.45421 -0.085
C -6.57764 -3.86088 1.14174 -0.072
C -7.36124 -2.42092 1.19386 -0.039
O 4.59365 2.57640 1.06047 0.160
B 4.04605 1.20468 0.99674 -0.418
C 3.60131 0.62779 -0.51456 -0.078
C 4.98478 0.43413 -1.37438 -0.216
C 4.95662 -0.78261 -2.47273 -0.243
C 4.57974 -2.25885 -1.86774 -0.474
S 5.31119 -2.64277 -0.18681 0.885
C 3.82369 -2.70771 0.97784 -0.437
N 4.00645 -2.75025 2.50129 -0.006
N 2.70186 -2.74493 2.98047 -0.036
C 1.69732 -2.70693 1.84203 -0.046
O 2.41767 -2.68876 0.54374 -0.114
O 3.81386 0.29582 2.13610 0.110
H 4.02437 0.28510 4.43382 0.107
H 3.46482 4.73071 3.84488 0.124
H 3.46373 5.07400 1.92090 0.129
H 1.64778 3.42084 1.39445 0.121
H 1.69488 2.59597 3.08868 0.131
H 0.53051 4.46880 4.31782 0.119
H 0.90072 5.80990 2.95434 0.122
H -1.18473 3.24526 2.89661 0.111
H -1.71659 5.04928 3.03496 0.116
H -0.49624 3.43723 0.47372 0.115
H -0.18148 5.34755 0.61762 0.118
H -2.34062 5.09061 -0.86876 0.078
H -2.82601 5.75783 0.83028 0.121
H -2.93170 2.50457 0.70987 0.113
H -4.10154 3.79201 1.44038 0.107
H -4.22092 4.12687 -1.61155 0.109
H -5.64289 3.80576 -0.41594 0.117
H -5.11491 2.04279 -2.52004 0.113
H -3.56948 1.43125 -1.62548 0.120
H -5.09980 -0.26399 -0.74059 0.111
H -6.68322 0.69481 -1.12576 0.116
H -6.25972 2.18891 1.14099 0.117
H -4.74303 1.10973 1.45055 0.099
H -6.68646 0.24240 2.85976 0.131
H -7.85232 0.12622 1.32974 0.126
H -3.80850 -1.33236 1.92872 0.110
H -4.14507 -4.39133 1.49990 0.081
H -7.11350 -4.89046 0.93369 0.074
H -8.50924 -2.19758 1.00854 0.113
H 2.92948 -0.32837 -0.44834 0.099
H 2.96398 1.51085 -1.00387 0.119
H 5.13603 1.43975 -1.99727 0.128
H 5.90599 0.33365 -0.65744 0.112
H 4.21702 -0.55028 -3.35055 0.124
H 6.06428 -0.87550 -2.90755 0.107
H 4.99103 -3.05508 -2.65634 0.086
H 3.39527 -2.40199 -1.89496 0.107
H 0.52916 -2.66389 1.90278 0.131
O 5.06764 -0.81880 -6.51970 0.128
C 6.02679 -1.50959 -6.21886 -0.500
O 6.66523 -1.46093 -5.01325 0.023
C 7.56140 -2.55574 -4.97812 -0.138
C 7.80303 -2.84828 -6.42347 -0.134
O 6.60213 -2.43160 -7.04503 0.072
H 8.47969 -2.28816 -4.44823 0.142
H 7.07996 -3.39003 -4.45731 0.134
H 8.63457 -2.26617 -6.83455 0.139
H 7.98715 -3.91022 -6.60796 0.141
O -1.40139 4.36298 -2.40087 0.100
C -0.23020 4.64216 -2.59598 -0.505
O 0.76355 3.72283 -2.77139 0.059
C 1.91276 4.43457 -3.19053 -0.136
C 1.66880 5.81546 -2.67417 -0.132
O 0.25739 5.91533 -2.66630 0.067
H 2.81917 3.98787 -2.77278 0.135
H 1.97030 4.40083 -4.28352 0.131
H 2.03872 5.95119 -1.65239 0.133
H 2.10849 6.58356 -3.31631 0.142
O 4.87873 5.64623 -7.00783 0.130
C 4.70370 4.44038 -7.06241 -0.517
O 5.05986 3.65589 -8.12128 0.065
C 4.90118 2.31147 -7.70862 -0.145
C 3.90067 2.40743 -6.60284 -0.143
O 4.12493 3.69985 -6.07231 0.044
H 4.54827 1.69084 -8.53682 0.141
H 5.86873 1.93056 -7.36534 0.132
H 2.86920 2.34819 -6.96596 0.140
H 4.05232 1.64196 -5.83686 0.124
O -5.44025 -5.25284 4.45153 0.120
C -4.47764 -4.60997 4.83598 -0.505
O -4.23500 -3.30890 4.50160 0.037
C -3.16615 -2.86723 5.31735 -0.138
C -2.46568 -4.13578 5.68220 -0.137
O -3.50199 -5.09884 5.65619 0.062
H -2.51921 -2.17727 4.76867 0.135
H -3.57807 -2.35081 6.19069 0.138
H -1.70237 -4.41762 4.94924 0.136
H -2.00606 -4.08714 6.67318 0.140
O -5.10645 -11.12263 6.31990 0.126
C -5.37887 -10.16872 5.61030 -0.518
O -6.10605 -9.08724 6.01659 0.064
C -6.00714 -8.11664 4.99136 -0.150
C -5.69025 -8.92958 3.77822 -0.138
O -4.99673 -10.04447 4.30562 0.060
H -6.94507 -7.56398 4.88896 0.138
H -5.20608 -7.41459 5.24536 0.112
H -6.59070 -9.28347 3.26514 0.134
H -5.06507 -8.38589 3.06463 0.136
```

Its HOMO energy is -7.81 eV. The SMILES is B1OB(CCCCCCCCCCCCn2cccc2)OB(CCCCSc2nnco2)O1.O=C1OCCO1.O=C1OCCO1.O=C1OCCO1.O=C1OCCO1.O=C1OCCO1. The gap between HOMO and LUMO comes out at 7.649 eV.

***

Q.
A molecular structure, C37H58B3N3O19S. Source: the Open Molecules 2025 dataset; level of theory: wB97M-V/def2-TZVPD.

XYZ file:
```
121
Properties=species:S:1:pos:R:3:lowdin_charge:R:1
B 2.68727 0.33261 3.57905 -0.336
O 3.51008 1.42004 3.80744 0.268
B 3.28550 2.37250 2.81635 -0.538
C 2.61892 3.75173 3.07591 -0.039
C 1.13426 3.49924 2.71333 -0.198
C 0.16426 4.58888 3.15133 -0.202
C -1.16604 4.46710 2.40159 -0.209
C -1.01941 4.56492 0.87568 -0.226
C -2.31203 4.95408 0.17826 -0.208
C -3.34662 3.82853 0.29151 -0.206
C -4.27048 3.63236 -0.92961 -0.200
C -4.23547 2.22264 -1.52237 -0.194
C -5.04577 1.12149 -0.80820 -0.185
C -5.28946 1.34976 0.68432 -0.200
C -6.03940 0.20056 1.34893 -0.136
N -5.36924 -1.07785 1.13679 -0.125
C -4.03455 -1.31960 1.27398 -0.114
C -3.83166 -2.65373 0.97886 -0.117
C -5.08100 -3.21670 0.65670 -0.092
C -6.01918 -2.21369 0.76146 -0.089
O 3.51372 1.94864 1.50269 0.300
B 2.79552 0.79688 1.23503 -0.562
C 2.50042 0.39175 -0.25142 -0.038
C 3.83029 -0.03444 -0.92613 -0.207
C 3.68219 -1.12925 -1.97563 -0.246
C 2.97283 -2.41665 -1.51470 -0.438
S 3.40812 -3.01377 0.14241 1.038
C 1.92178 -2.80274 1.02428 -0.698
N 1.80494 -2.97293 2.29638 0.067
N 0.46621 -2.70782 2.58757 0.070
C -0.09389 -2.40482 1.48089 -0.146
O 0.76651 -2.45192 0.42433 0.028
O 2.33520 0.00008 2.28160 0.232
H 2.23709 -0.27904 4.49140 0.119
H 2.72334 4.11543 4.09743 0.117
H 3.01542 4.48850 2.37264 0.117
H 1.08005 3.33404 1.63597 0.107
H 0.81434 2.55053 3.16711 0.126
H -0.04417 4.44782 4.21546 0.115
H 0.60336 5.58065 3.01729 0.117
H -1.59861 3.50017 2.68368 0.112
H -1.87087 5.22184 2.76191 0.113
H -0.69110 3.59145 0.50228 0.105
H -0.23005 5.29907 0.67232 0.119
H -2.11185 5.19810 -0.85787 0.077
H -2.68235 5.87402 0.64388 0.115
H -2.84829 2.89235 0.55660 0.097
H -3.99473 4.05186 1.14638 0.107
H -3.92672 4.30428 -1.72051 0.102
H -5.28570 3.96044 -0.69678 0.107
H -4.61679 2.30214 -2.54429 0.105
H -3.20022 1.89223 -1.62315 0.110
H -4.48608 0.18669 -0.88581 0.101
H -6.00770 0.93266 -1.29397 0.114
H -5.82858 2.28087 0.86847 0.114
H -4.32694 1.45775 1.19142 0.092
H -6.07547 0.39587 2.42479 0.124
H -7.06287 0.14288 0.98282 0.122
H -3.30585 -0.57493 1.54189 0.114
H -2.90105 -3.19910 0.99269 0.077
H -5.29344 -4.23706 0.38313 0.092
H -7.07835 -2.24791 0.57579 0.114
H 1.73463 -0.37884 -0.31426 0.091
H 2.11982 1.28885 -0.74989 0.107
H 4.23440 0.84251 -1.43655 0.111
H 4.57546 -0.32989 -0.18520 0.104
H 3.14020 -0.75614 -2.84714 0.118
H 4.68432 -1.41080 -2.29512 0.090
H 3.24300 -3.21238 -2.21058 0.066
H 1.89324 -2.32114 -1.60483 0.080
H -1.11669 -2.12248 1.30216 0.114
C 6.18083 -3.41728 -4.37848 -0.106
C 6.47306 -3.70634 -5.83780 -0.105
O 5.41045 -3.01092 -6.50087 0.072
C 4.96714 -2.03343 -5.68548 -0.563
O 4.19570 -1.18352 -6.00018 0.158
O 5.51027 -2.15176 -4.45198 0.036
H 7.07379 -3.33377 -3.76528 0.136
H 5.50328 -4.14791 -3.93337 0.133
H 7.42457 -3.28463 -6.16446 0.135
H 6.44281 -4.76306 -6.08713 0.135
C 2.42853 3.99951 -2.77213 -0.104
C 2.24891 5.43183 -2.31013 -0.095
O 0.84413 5.64198 -2.51662 0.066
C 0.22770 4.43897 -2.50093 -0.569
O -0.94973 4.27435 -2.46549 0.150
O 1.13402 3.43679 -2.51154 0.053
H 3.19269 3.45747 -2.21902 0.132
H 2.63699 3.92920 -3.83588 0.107
H 2.46799 5.56057 -1.24807 0.129
H 2.82735 6.14781 -2.88753 0.136
C 4.63860 1.93815 -7.00956 -0.113
C 3.56890 2.11441 -5.95494 -0.109
O 3.95560 3.34975 -5.33348 0.012
C 4.70073 4.05757 -6.22261 -0.567
O 5.02799 5.18820 -6.06946 0.168
O 5.01165 3.29447 -7.29284 0.068
H 4.27580 1.44518 -7.90618 0.136
H 5.50842 1.40082 -6.63040 0.129
H 2.57412 2.23655 -6.38671 0.139
H 3.54830 1.30734 -5.22810 0.118
C -2.23436 -2.00496 4.95201 -0.108
C -1.25289 -3.12919 5.21806 -0.119
O -2.08175 -4.28739 5.06534 0.059
C -3.13394 -3.95831 4.27913 -0.565
O -3.90567 -4.74563 3.83317 0.150
O -3.18114 -2.62422 4.07275 0.042
H -1.78124 -1.14380 4.46723 0.126
H -2.75558 -1.67924 5.85382 0.130
H -0.45028 -3.16836 4.47903 0.086
H -0.82130 -3.10354 6.21470 0.131
C -3.81662 -7.79011 4.11338 -0.117
C -3.31099 -8.39909 2.82308 -0.114
O -2.39763 -9.39595 3.29264 0.055
C -2.75315 -9.73664 4.55677 -0.577
O -2.29737 -10.65331 5.15959 0.158
O -3.69373 -8.88990 5.02993 0.061
H -4.84742 -7.45387 4.06109 0.132
H -3.19402 -6.96940 4.45841 0.109
H -4.10147 -8.89093 2.25270 0.130
H -2.79816 -7.68559 2.18376 0.131
```

Its HOMO energy is -8.15 eV. The gap between HOMO and LUMO comes out at 8.090 eV.

***

The least stable of them is P.